{"formula": "C84H176F13N11O19S7", "method": "the ωB97M-V functional and the def2-TZVPD basis", "elements": ["C", "C", "C", "N", "C", "C", "C", "C", "C", "C", "H", "H", "H", "H", "H", "H", "H", "H", "H", "H", "H", "H", "H", "H", "H", "H", "H", "H", "H", "H", "C", "C", "C", "N", "C", "C", "C", "C", "C", "C", "H", "H", "H", "H", "H", "H", "H", "H", "H", "H", "H", "H", "H", "H", "H", "H", "H", "H", "H", "H", "C", "C", "C", "N", "C", "C", "C", "C", "C", "C", "H", "H", "H", "H", "H", "H", "H", "H", "H", "H", "H", "H", "H", "H", "H", "H", "H", "H", "H", "H", "C", "C", "C", "N", "C", "C", "C", "C", "C", "C", "H", "H", "H", "H", "H", "H", "H", "H", "H", "H", "H", "H", "H", "H", "H", "H", "H", "H", "H", "H", "C", "C", "C", "N", "C", "C", "C", "C", "C", "C", "H", "H", "H", "H", "H", "H", "H", "H", "H", "H", "H", "H", "H", "H", "H", "H", "H", "H", "H", "H", "C", "C", "C", "N", "C", "C", "C", "C", "C", "C", "H", "H", "H", "H", "H", "H", "H", "H", "H", "H", "H", "H", "H", "H", "H", "H", "H", "H", "H", "H", "C", "C", "C", "N", "C", "C", "C", "C", "C", "C", "H", "H", "H", "H", "H", "H", "H", "H", "H", "H", "H", "H", "H", "H", "H", "H", "H", "H", "H", "H", "C", "C", "C", "C", "C", "C", "N", "O", "C", "C", "C", "H", "H", "H", "H", "H", "H", "H", "H", "H", "H", "H", "H", "H", "H", "H", "H", "H", "H", "C", "C", "C", "C", "C", "C", "N", "O", "C", "C", "C", "H", "H", "H", "H", "H", "H", "H", "H", "H", "H", "H", "H", "H", "H", "H", "H", "H", "H", "N", "S", "O", "O", "F", "S", "O", "O", "F", "N", "S", "O", "O", "F", "S", "O", "O", "F", "C", "F", "F", "F", "S", "O", "O", "O", "C", "F", "F", "F", "S", "O", "O", "O", "C", "F", "F", "F", "S", "O", "O", "O"], "positions_angstrom": [[2.17, -6.92, 1.74], [3.18, -5.72, 1.76], [4.08, -5.72, 3.07], [5.13, -4.57, 3.19], [4.42, -3.24, 3.06], [5.37, -2.06, 3.31], [5.84, -2.23, 4.78], [6.67, -3.54, 4.88], [5.83, -4.75, 4.53], [6.15, -4.82, 2.05], [1.31, -6.56, 2.31], [2.65, -7.79, 2.18], [1.72, -7.08, 0.76], [2.70, -4.75, 1.66], [3.84, -5.77, 0.90], [4.65, -6.63, 3.23], [3.48, -5.57, 3.97], [3.62, -3.27, 3.81], [4.03, -3.12, 2.05], [4.94, -1.08, 3.12], [6.18, -2.05, 2.58], [5.06, -2.23, 5.54], [6.47, -1.40, 5.10], [7.13, -3.67, 5.86], [7.46, -3.48, 4.13], [5.03, -4.98, 5.23], [6.50, -5.61, 4.50], [5.61, -4.71, 1.11], [6.61, -5.80, 2.13], [6.87, -4.02, 2.22], [-4.88, -6.12, -6.51], [-3.81, -5.63, -5.46], [-2.80, -4.64, -6.02], [-1.66, -4.09, -5.11], [-0.82, -3.03, -5.81], [-1.74, -1.80, -6.06], [-2.35, -1.19, -4.76], [-3.06, -2.31, -3.94], [-2.12, -3.54, -3.75], [-0.73, -5.22, -4.76], [-4.41, -6.29, -7.49], [-5.63, -5.34, -6.60], [-5.33, -6.99, -6.03], [-3.25, -6.48, -5.07], [-4.31, -5.20, -4.60], [-3.35, -3.85, -6.53], [-2.26, -5.05, -6.87], [-0.62, -3.51, -6.77], [0.11, -2.80, -5.27], [-2.55, -1.83, -6.79], [-1.00, -1.08, -6.40], [-3.03, -0.40, -5.08], [-1.51, -0.76, -4.21], [-3.93, -2.66, -4.49], [-3.41, -1.96, -2.97], [-2.59, -4.33, -3.16], [-1.28, -3.24, -3.12], [-0.14, -5.59, -5.60], [-1.32, -5.99, -4.27], [-0.07, -5.00, -3.92], [-3.88, -1.48, 9.11], [-4.43, -1.83, 7.76], [-3.70, -3.15, 7.37], [-4.31, -4.01, 6.25], [-4.26, -3.26, 4.91], [-2.80, -3.02, 4.44], [-1.91, -4.31, 4.35], [-2.04, -5.02, 5.78], [-3.52, -5.34, 6.16], [-5.80, -4.38, 6.53], [-4.19, -0.47, 9.38], [-2.79, -1.45, 9.19], [-4.15, -2.18, 9.89], [-4.24, -1.18, 6.91], [-5.50, -2.01, 7.91], [-3.63, -3.87, 8.19], [-2.65, -2.89, 7.25], [-4.89, -2.38, 5.05], [-4.78, -3.89, 4.19], [-2.27, -2.29, 5.05], [-2.87, -2.54, 3.46], [-0.88, -3.97, 4.25], [-2.20, -4.98, 3.54], [-1.56, -4.46, 6.57], [-1.59, -6.00, 5.88], [-3.68, -5.83, 7.12], [-4.07, -5.97, 5.47], [-5.69, -4.93, 7.46], [-6.22, -5.00, 5.74], [-6.45, -3.54, 6.77], [-4.56, -1.02, 1.90], [-4.62, 0.25, 2.86], [-6.03, 0.84, 3.07], [-6.21, 1.88, 4.20], [-5.21, 3.07, 4.01], [-5.39, 4.22, 5.06], [-6.91, 4.65, 5.03], [-7.93, 3.50, 5.15], [-7.67, 2.42, 4.09], [-5.95, 1.24, 5.56], [-5.10, -0.95, 0.95], [-5.01, -1.84, 2.45], [-3.55, -1.31, 1.62], [-4.19, 1.02, 2.21], [-3.95, 0.16, 3.72], [-6.79, 0.07, 3.21], [-6.32, 1.32, 2.13], [-5.33, 3.52, 3.02], [-4.17, 2.77, 4.14], [-4.80, 5.12, 4.93], [-5.11, 3.71, 5.99], [-7.23, 5.20, 4.14], [-7.09, 5.41, 5.79], [-8.97, 3.74, 4.92], [-7.90, 2.99, 6.12], [-7.83, 2.94, 3.15], [-8.29, 1.52, 4.13], [-6.66, 0.41, 5.51], [-6.15, 1.90, 6.40], [-4.91, 0.90, 5.59], [2.23, 5.26, 6.04], [1.07, 6.01, 5.37], [0.08, 5.02, 4.71], [-0.94, 5.64, 3.70], [-0.24, 6.34, 2.53], [-1.19, 6.70, 1.43], [-1.93, 5.51, 0.87], [-2.65, 4.84, 2.05], [-1.75, 4.43, 3.21], [-1.91, 6.67, 4.44], [3.11, 5.82, 6.36], [2.41, 4.41, 5.38], [1.86, 4.78, 6.95], [1.58, 6.70, 4.70], [0.50, 6.64, 6.04], [-0.57, 4.61, 5.49], [0.57, 4.21, 4.17], [0.37, 5.52, 2.16], [0.33, 7.18, 2.93], [-0.54, 7.22, 0.73], [-1.88, 7.47, 1.76], [-1.19, 4.90, 0.35], [-2.57, 5.96, 0.11], [-3.17, 3.95, 1.69], [-3.50, 5.39, 2.46], [-1.11, 3.65, 2.82], [-2.34, 3.91, 3.97], [-1.27, 7.51, 4.71], [-2.25, 6.34, 5.42], [-2.68, 6.87, 3.70], [0.26, 4.69, -3.13], [-1.25, 4.98, -3.08], [-1.62, 5.99, -4.14], [-3.16, 6.39, -4.19], [-3.42, 7.24, -2.90], [-4.72, 8.02, -3.04], [-4.84, 8.92, -4.32], [-4.65, 8.04, -5.57], [-3.31, 7.27, -5.48], [-4.12, 5.22, -4.13], [0.85, 5.44, -2.63], [0.57, 4.57, -4.17], [0.51, 3.76, -2.61], [-1.55, 5.32, -2.09], [-1.85, 4.09, -3.30], [-1.33, 5.66, -5.13], [-1.04, 6.88, -3.90], [-2.60, 7.94, -2.80], [-3.40, 6.55, -2.05], [-4.78, 8.75, -2.23], [-5.58, 7.37, -2.88], [-4.06, 9.68, -4.37], [-5.88, 9.23, -4.44], [-4.69, 8.58, -6.52], [-5.48, 7.34, -5.62], [-2.51, 8.02, -5.46], [-3.24, 6.71, -6.41], [-5.16, 5.54, -4.24], [-4.03, 4.57, -3.26], [-3.81, 4.58, -4.95], [2.93, 1.96, -3.41], [2.57, 2.17, -4.91], [3.53, 1.49, -6.00], [2.83, 1.02, -7.35], [3.84, 0.10, -8.09], [3.25, -0.45, -9.44], [1.94, -1.20, -9.15], [0.98, -0.33, -8.45], [1.52, 0.20, -7.07], [2.51, 2.24, -8.16], [2.23, 2.38, -2.70], [3.91, 2.36, -3.13], [3.11, 0.93, -3.10], [2.59, 3.25, -4.98], [1.53, 1.89, -5.03], [3.85, 0.55, -5.56], [4.44, 2.06, -6.19], [4.06, -0.67, -7.35], [4.70, 0.74, -8.29], [3.93, -1.18, -9.89], [3.05, 0.31, -10.20], [2.31, -2.01, -8.52], [1.48, -1.50, -10.08], [0.04, -0.83, -8.22], [0.58, 0.52, -8.99], [1.66, -0.68, -6.44], [0.67, 0.78, -6.71], [1.92, 2.04, -9.05], [3.46, 2.74, -8.39], [1.98, 3.02, -7.61], [-0.42, 0.49, 3.22], [0.62, -0.22, 2.40], [0.16, -1.69, 2.40], [0.71, -2.53, 1.29], [0.33, -1.85, -0.01], [0.91, -0.49, -0.25], [0.66, 0.37, 1.02], [1.11, 1.76, 0.84], [0.15, 0.15, -1.43], [2.40, -0.63, -0.53], [1.92, -0.13, 3.05], [-0.65, 0.01, 4.17], [-1.39, 0.53, 2.72], [-0.14, 1.52, 3.44], [-0.90, -1.79, 2.16], [0.34, -2.21, 3.34], [0.43, -3.58, 1.31], [1.79, -2.61, 1.41], [-0.76, -1.88, -0.02], [0.63, -2.48, -0.85], [-0.86, 0.43, -1.12], [0.14, -0.44, -2.34], [0.63, 1.10, -1.66], [2.50, -1.38, -1.31], [3.05, -0.92, 0.30], [2.79, 0.33, -0.87], [2.35, 0.86, 2.90], [2.67, -0.82, 2.69], [1.83, -0.25, 4.13], [8.25, -0.24, -1.11], [6.97, -0.87, -1.66], [6.10, 0.07, -2.36], [6.54, 0.56, -3.82], [6.63, -0.76, -4.68], [7.64, -1.79, -4.12], [7.31, -2.02, -2.64], [7.98, -3.09, -2.14], [9.11, -1.33, -4.34], [7.24, -3.11, -4.90], [6.09, -1.53, -0.49], [8.68, 0.37, -1.90], [9.03, -0.81, -0.60], [7.81, 0.54, -0.49], [6.11, 1.00, -1.79], [5.07, -0.28, -2.30], [7.53, 1.01, -3.73], [5.81, 1.23, -4.26], [6.87, -0.54, -5.73], [5.62, -1.17, -4.70], [9.44, -0.39, -3.89], [9.34, -1.24, -5.40], [9.72, -2.19, -4.06], [7.49, -3.03, -5.96], [6.16, -3.19, -4.77], [7.71, -4.04, -4.56], [5.62, -0.76, 0.13], [6.72, -2.07, 0.22], [5.29, -2.16, -0.86], [4.50, -3.41, -2.98], [3.94, -4.34, -1.97], [3.69, -5.77, -2.30], [3.06, -3.75, -0.98], [5.31, -4.54, -1.09], [3.13, -3.60, -3.92], [1.93, -2.82, -3.56], [3.02, -4.89, -4.72], [3.58, -2.56, -5.06], [-2.14, -6.33, -1.90], [-1.66, -7.73, -1.79], [-2.44, -8.62, -0.88], [-0.26, -8.12, -1.99], [-2.16, -8.29, -3.24], [-1.12, -5.83, -0.62], [0.24, -5.52, -1.05], [-1.23, -6.51, 0.68], [-1.77, -4.37, -0.36], [-4.46, 1.44, -2.06], [-5.62, 1.87, -2.56], [-4.45, 0.12, -1.69], [-3.55, 1.61, -2.98], [-3.88, 2.46, -0.51], [-5.08, 2.66, 0.34], [-2.76, 1.77, 0.16], [-3.45, 3.77, -1.04], [5.28, 3.83, 2.75], [6.42, 4.58, 2.84], [4.83, 3.59, 3.99], [4.44, 4.54, 2.10], [5.69, 2.01, 1.96], [4.42, 1.32, 1.78], [6.35, 2.25, 0.65], [6.56, 1.33, 2.93], [-0.57, 1.16, 7.67], [-0.75, -0.13, 7.95], [-0.25, 1.87, 8.77], [0.38, 1.37, 6.80], [-2.27, 1.85, 6.97], [-3.38, 1.61, 7.92], [-1.98, 3.28, 6.88], [-2.49, 1.26, 5.60]], "lowdin_charge": [-0.044, -0.189, -0.087, -0.242, -0.109, -0.146, -0.152, -0.144, -0.113, 0.055, 0.065, 0.083, 0.074, 0.069, 0.084, 0.134, 0.120, 0.139, 0.111, 0.092, 0.101, 0.117, 0.120, 0.131, 0.111, 0.133, 0.140, 0.073, 0.122, 0.087, -0.048, -0.209, -0.111, -0.221, -0.077, -0.152, -0.161, -0.118, -0.095, 0.012, 0.079, 0.073, 0.086, 0.097, 0.110, 0.120, 0.136, 0.132, 0.115, 0.117, 0.069, 0.107, 0.092, 0.110, 0.104, 0.099, 0.127, 0.127, 0.073, 0.098, -0.097, -0.205, -0.123, -0.245, -0.096, -0.152, -0.117, -0.124, -0.083, 0.045, 0.080, 0.077, 0.093, 0.094, 0.106, 0.135, 0.117, 0.119, 0.133, 0.109, 0.079, 0.090, 0.118, 0.103, 0.118, 0.132, 0.138, 0.109, 0.113, 0.097, -0.059, -0.187, -0.116, -0.205, -0.087, -0.113, -0.154, -0.156, -0.089, 0.034, 0.074, 0.052, 0.055, 0.063, 0.084, 0.127, 0.117, 0.119, 0.096, 0.106, 0.102, 0.113, 0.114, 0.127, 0.106, 0.137, 0.133, 0.108, 0.102, 0.065, -0.071, -0.221, -0.097, -0.198, -0.098, -0.198, -0.174, -0.154, -0.105, 0.081, 0.092, 0.062, 0.079, 0.103, 0.111, 0.106, 0.121, 0.141, 0.135, 0.127, 0.121, 0.117, 0.095, 0.079, 0.112, 0.122, 0.117, 0.101, 0.109, 0.084, -0.069, -0.232, -0.112, -0.193, -0.092, -0.152, -0.150, -0.177, -0.081, 0.025, 0.089, 0.067, 0.056, 0.087, 0.098, 0.129, 0.131, 0.134, 0.112, 0.121, 0.117, 0.122, 0.123, 0.128, 0.110, 0.133, 0.132, 0.107, 0.074, 0.111, -0.087, -0.179, -0.062, -0.220, -0.057, -0.129, -0.193, -0.192, -0.071, 0.010, 0.051, 0.080, 0.052, 0.095, 0.089, 0.099, 0.134, 0.123, 0.133, 0.129, 0.119, 0.127, 0.136, 0.102, 0.117, 0.128, 0.118, 0.100, 0.118, 0.108, -0.014, -0.474, -0.129, -0.170, -0.144, -0.413, 0.239, 0.144, 0.008, 0.011, -0.010, 0.092, 0.091, 0.086, 0.113, 0.132, 0.124, 0.089, 0.126, 0.122, 0.078, 0.091, 0.061, 0.079, 0.086, 0.084, 0.086, 0.077, 0.125, 0.041, -0.420, -0.138, -0.085, -0.142, -0.407, 0.140, 0.173, 0.024, 0.004, 0.015, 0.082, 0.115, 0.090, 0.125, 0.107, 0.106, 0.079, 0.125, 0.082, 0.085, 0.105, 0.100, 0.104, 0.047, 0.097, 0.083, 0.082, 0.045, -0.237, 0.404, -0.244, -0.294, -0.226, 0.620, -0.326, -0.266, -0.240, -0.262, 0.428, -0.301, -0.278, -0.227, 0.574, -0.303, -0.282, -0.218, -0.630, 0.154, 0.085, 0.134, 0.531, -0.346, -0.355, -0.363, -0.640, 0.102, 0.114, 0.177, 0.510, -0.393, -0.378, -0.339, -0.650, 0.120, 0.140, 0.151, 0.530, -0.332, -0.359, -0.411], "charge": 4, "largest_force_ev_per_a": 13.7, "gap_ev": 3.633, "lumo_ha": -0.3961}